{
  "formula": "C33H56N5O6P3Y",
  "method": "ωB97M-V with the def2-TZVPD basis set",
  "homo_lumo_gap_ev": 7.1,
  "charge": 3,
  "e_homo_ev": -14.5,
  "fmax_ev_per_a": 1.39,
  "mol_weight_da": 800.668,
  "e_above_lowest_kcal_mol": 90.2,
  "multiplicity": 1,
  "lumo_ev": -7.383,
  "species": ["Y", "N", "C", "N", "C", "N", "N", "C", "C", "C", "C", "C", "C", "N", "C", "C", "C", "C", "C", "C", "H", "H", "H", "H", "H", "H", "H", "H", "H", "H", "H", "C", "C", "C", "O", "P", "O", "C", "P", "O", "O", "C", "C", "C", "O", "C", "C", "C", "O", "C", "C", "C", "H", "H", "H", "H", "H", "H", "H", "H", "H", "H", "H", "H", "H", "H", "H", "H", "H", "H", "H", "H", "H", "H", "H", "H", "H", "H", "H", "H", "H", "H", "C", "C", "P", "C", "C", "C", "C", "H", "H", "H", "H", "H", "H", "H", "H", "H", "H", "H", "H", "H", "H", "H"],
  "xyz": [[0.374, 0.880, 0.213], [-2.808, 2.748, 2.906], [-1.618, 2.212, 2.701], [-1.029, 2.142, 1.534], [-1.673, 2.756, 0.420], [-1.049, 2.959, -0.689], [0.334, 2.802, -0.742], [0.784, 2.845, -2.036], [1.965, 3.351, -2.478], [2.369, 3.207, -3.853], [3.477, 3.764, -4.362], [4.267, 4.634, -3.518], [3.943, 4.865, -2.252], [2.806, 4.197, -1.579], [-3.061, 3.188, 0.560], [-3.832, 3.643, -0.508], [-5.126, 4.075, -0.291], [-5.666, 4.069, 0.994], [-4.911, 3.633, 2.067], [-3.613, 3.197, 1.844], [-3.172, 2.834, 3.844], [-1.109, 1.810, 3.570], [0.089, 2.506, -2.803], [1.708, 2.629, -4.485], [3.753, 3.618, -5.395], [5.119, 5.156, -3.933], [4.478, 5.546, -1.607], [-3.395, 3.663, -1.497], [-5.719, 4.437, -1.120], [-6.677, 4.415, 1.156], [-5.319, 3.647, 3.071], [3.155, -5.341, 0.131], [1.703, -4.985, -0.102], [1.144, -5.587, -1.374], [1.652, -3.506, -0.208], [0.548, -2.557, 0.319], [1.072, -1.158, 0.148], [-1.045, -2.758, -0.520], [-1.942, -1.179, -0.346], [-1.199, -0.058, -1.015], [-1.999, -0.889, 1.213], [-3.140, -1.471, 2.011], [-2.657, -2.053, 3.319], [-4.169, -0.379, 2.204], [-3.400, -1.391, -0.807], [-4.037, -1.002, -2.096], [-4.747, 0.315, -1.878], [-4.960, -2.139, -2.474], [0.216, -2.865, 1.822], [1.206, -2.497, 2.853], [1.115, -3.524, 3.961], [0.923, -1.086, 3.351], [3.249, -6.421, 0.243], [3.537, -4.869, 1.036], [3.760, -5.027, -0.720], [1.098, -5.272, 0.762], [1.708, -5.232, -2.237], [0.090, -5.341, -1.511], [1.235, -6.671, -1.328], [-1.621, -3.579, -0.090], [-0.874, -2.947, -1.582], [-3.578, -2.268, 1.411], [-2.308, -1.279, 4.005], [-1.874, -2.788, 3.164], [-3.504, -2.553, 3.789], [-3.796, 0.385, 2.886], [-5.069, -0.811, 2.642], [-4.434, 0.082, 1.252], [-3.237, -0.883, -2.829], [-5.458, 0.230, -1.055], [-5.295, 0.588, -2.778], [-4.028, 1.102, -1.648], [-5.679, -2.317, -1.675], [-4.405, -3.058, -2.661], [-5.508, -1.880, -3.379], [2.198, -2.539, 2.393], [0.147, -3.473, 4.459], [1.898, -3.336, 4.695], [1.252, -4.530, 3.566], [-0.082, -1.035, 3.767], [1.015, -0.345, 2.545], [1.640, -0.830, 4.130], [5.621, -0.367, 0.526], [4.144, -0.230, 0.904], [3.106, 0.709, -0.300], [3.289, -0.380, -1.786], [2.167, -0.297, -2.824], [4.107, 2.250, -0.611], [3.324, 3.531, -0.329], [6.085, -1.125, 1.157], [6.170, 0.559, 0.686], [5.754, -0.674, -0.511], [4.048, 0.230, 1.891], [3.675, -1.217, 0.952], [3.331, -1.391, -1.377], [4.250, -0.171, -2.257], [1.177, -0.254, -2.361], [2.185, -1.179, -3.464], [2.290, 0.572, -3.460], [4.512, 2.250, -1.626], [4.960, 2.216, 0.064], [2.183, 4.939, -1.240], [3.951, 4.272, 0.164], [2.467, 3.336, 0.309]],
  "lowdin_charge": [1.382, 0.141, -0.130, -0.001, -0.315, 0.056, -0.224, -0.126, -0.182, -0.050, -0.043, -0.023, -0.032, -0.009, -0.096, -0.014, -0.034, -0.027, 0.008, -0.177, 0.176, 0.151, 0.139, 0.127, 0.122, 0.134, 0.137, 0.121, 0.123, 0.126, 0.129, -0.023, -0.398, -0.025, -0.160, 0.508, -0.442, -0.159, 0.482, -0.333, -0.210, -0.372, -0.022, -0.016, -0.170, -0.380, -0.023, -0.022, -0.179, -0.394, -0.010, -0.019, 0.104, 0.085, 0.097, 0.141, 0.100, 0.074, 0.105, 0.107, 0.102, 0.138, 0.085, 0.068, 0.111, 0.071, 0.111, 0.077, 0.143, 0.096, 0.105, 0.065, 0.099, 0.089, 0.103, 0.131, 0.092, 0.105, 0.094, 0.072, 0.036, 0.109, -0.117, -0.389, 0.950, -0.360, -0.120, -0.261, -0.165, 0.088, 0.072, 0.074, 0.085, 0.057, 0.073, 0.093, 0.034, 0.091, 0.052, 0.103, 0.085, 0.198, 0.134, 0.088]
}



{
  "formula": "C33H57BN11OSi3Ti",
  "method": "ωB97M-V with the def2-TZVPD basis set",
  "homo_lumo_gap_ev": [6.8, 7.1],
  "charge": 2,
  "e_homo_ev": [-13.6, -13.9],
  "s_squared": 0.75,
  "fmax_ev_per_a": 4.81,
  "mol_weight_da": 766.832,
  "e_above_lowest_kcal_mol": 75.6,
  "multiplicity": 2,
  "lumo_ev": [-6.766, -6.774],
  "species": ["Ti", "C", "C", "N", "N", "C", "B", "N", "C", "C", "C", "N", "N", "C", "C", "C", "N", "N", "C", "C", "C", "N", "H", "H", "H", "H", "H", "H", "H", "H", "H", "H", "H", "H", "C", "Si", "C", "C", "C", "C", "C", "C", "C", "C", "N", "Si", "C", "C", "C", "H", "H", "H", "H", "H", "H", "H", "H", "H", "H", "H", "H", "H", "H", "H", "H", "H", "H", "H", "H", "H", "H", "C", "C", "N", "C", "C", "C", "C", "N", "H", "H", "H", "H", "H", "H", "H", "H", "H", "H", "H", "H", "H", "H", "C", "Si", "C", "C", "O", "H", "H", "H", "H", "H", "H", "H", "H", "H"],
  "xyz": [[0.713, -0.278, 0.122], [1.471, -1.483, 4.249], [0.685, -0.773, 3.361], [0.901, -1.200, 2.138], [1.819, -2.195, 2.238], [2.155, -2.410, 3.539], [2.624, -2.748, 0.996], [3.417, -1.511, 0.418], [4.714, -1.216, 0.342], [4.969, 0.106, -0.095], [3.683, 0.564, -0.302], [2.768, -0.399, 0.020], [1.610, -3.104, -0.126], [1.403, -4.260, -0.748], [0.325, -4.114, -1.641], [-0.053, -2.818, -1.490], [0.728, -2.196, -0.558], [3.476, -3.969, 1.326], [2.946, -5.127, 1.940], [4.001, -6.036, 1.993], [5.130, -5.337, 1.534], [4.806, -4.154, 1.084], [1.391, -1.346, 5.358], [0.012, 0.070, 3.484], [2.813, -3.255, 3.824], [5.429, -1.961, 0.650], [5.916, 0.685, -0.138], [3.407, 1.624, -0.572], [2.026, -5.011, -0.442], [0.066, -4.773, -2.435], [-0.979, -2.371, -1.906], [1.863, -5.229, 2.168], [4.080, -6.994, 2.441], [6.103, -5.720, 1.416], [-3.617, 2.690, -0.958], [-2.600, 3.155, 0.517], [-3.014, 4.940, 0.993], [-3.199, 2.005, 1.920], [-0.726, 2.998, 0.359], [0.104, 2.596, 1.437], [0.115, 3.427, 2.588], [1.216, 3.347, 3.422], [2.223, 2.460, 3.183], [1.984, 1.501, 2.246], [0.955, 1.507, 1.375], [0.061, 4.223, -0.884], [-0.143, 5.921, -0.279], [-0.859, 4.190, -2.558], [1.919, 3.790, -1.168], [-4.650, 2.856, -0.666], [-3.497, 3.494, -1.728], [-3.472, 1.687, -1.320], [-3.936, 5.062, 1.522], [-2.952, 5.512, 0.064], [-2.322, 5.440, 1.667], [-3.190, 2.555, 2.901], [-2.422, 1.150, 2.087], [-4.202, 1.623, 1.825], [-0.593, 4.233, 2.617], [1.326, 3.975, 4.287], [3.153, 2.474, 3.681], [2.765, 0.747, 2.149], [-1.173, 6.284, -0.235], [0.374, 6.538, -1.011], [0.279, 6.094, 0.689], [-1.869, 4.660, -2.533], [-1.021, 3.197, -2.914], [-0.236, 4.688, -3.300], [2.039, 2.780, -1.597], [2.337, 3.774, -0.195], [2.514, 4.568, -1.653], [-5.164, -0.422, -1.355], [-3.852, -1.171, -1.373], [-3.420, -1.666, -0.032], [-4.255, -2.777, 0.317], [-3.734, -4.186, 0.000], [-2.199, -1.439, 0.560], [-1.974, -2.269, 1.826], [-1.366, -0.490, 0.214], [-5.354, -0.173, -2.367], [-5.119, 0.487, -0.760], [-6.007, -0.985, -1.067], [-3.048, -0.553, -1.860], [-3.919, -2.072, -2.017], [-5.247, -2.634, -0.113], [-4.451, -2.718, 1.418], [-3.656, -4.144, -1.099], [-4.641, -4.803, 0.111], [-2.824, -4.580, 0.372], [-2.113, -1.543, 2.600], [-0.955, -2.504, 2.069], [-2.447, -3.134, 1.953], [-1.675, 0.072, -0.630], [2.154, -1.389, -3.419], [1.086, 0.124, -3.250], [-0.519, -0.086, -4.158], [2.143, 1.605, -3.757], [0.678, 0.316, -1.646], [1.568, -2.187, -2.951], [3.113, -1.384, -2.880], [2.428, -1.675, -4.462], [-1.090, -0.988, -3.910], [-0.212, -0.176, -5.228], [-1.092, 0.815, -4.179], [2.259, 1.481, -4.783], [3.150, 1.457, -3.272], [1.661, 2.592, -3.592]],
  "lowdin_charge": [1.151, -0.030, -0.151, -0.064, 0.029, -0.014, -0.585, 0.055, -0.025, 0.015, -0.112, -0.101, 0.044, 0.019, 0.003, -0.133, -0.073, -0.023, -0.074, -0.040, -0.130, 0.073, 0.141, 0.134, 0.153, 0.113, 0.135, 0.125, 0.105, 0.118, 0.130, 0.138, 0.096, 0.105, -0.163, 0.489, -0.152, -0.169, -0.191, -0.346, 0.019, -0.013, -0.035, -0.159, 0.018, 0.523, -0.164, -0.158, -0.146, 0.051, 0.045, -0.001, 0.040, 0.028, 0.031, 0.046, 0.032, 0.019, 0.112, 0.128, 0.118, 0.118, 0.029, 0.058, 0.038, 0.040, 0.001, 0.043, -0.019, 0.004, 0.059, -0.054, -0.181, -0.038, -0.234, -0.043, -0.326, 0.040, 0.028, 0.086, 0.065, 0.066, 0.110, 0.132, 0.119, 0.140, 0.078, 0.101, 0.061, 0.099, 0.069, 0.028, 0.086, -0.135, 0.348, -0.140, -0.139, -0.389, -0.001, 0.044, 0.069, 0.028, 0.062, 0.017, 0.010, 0.062, 0.031]
}